The following is a quantum chemistry calculation of a cluster of 8 separate species, C42H108N6O18 in total, from the Open Molecules 2025 dataset.

XYZ file:
```
174
Properties=species:S:1:pos:R:3:forces:R:3
H -0.86670 0.14841 -8.27112 -0.143 -0.018 -0.214
H -10.13449 5.15588 -6.78476 -0.178 -0.556 0.082
H -8.44814 9.51664 -3.58785 0.173 -0.054 0.557
C -7.03141 1.98717 -8.31117 1.935 -0.332 -1.679
H 2.69534 10.87563 -9.85931 0.793 -1.212 0.158
O -9.13229 6.23834 -2.91991 0.307 0.432 0.050
N 0.44626 12.28623 -9.16139 -1.210 0.623 -0.195
H -2.61826 9.41611 -12.11886 -0.605 -0.372 0.524
C -1.46586 -0.67413 -7.84587 0.632 -0.745 -0.669
H -8.91011 -1.93220 -1.75549 -0.072 0.326 -0.157
H -5.51926 -4.15245 -1.02413 -0.040 -0.028 -0.096
H -5.82969 5.34308 -8.12586 0.552 -0.626 0.167
C -1.96703 5.14530 -10.30020 -1.737 1.240 0.537
H -6.94527 -0.00478 -4.92133 0.013 -0.672 0.178
H 1.83290 12.96253 -4.41295 0.195 -0.084 -0.206
H -1.01808 11.21521 -14.56796 -0.003 -0.258 -0.303
N -2.15516 -0.26898 -6.65731 -0.335 0.135 0.925
C -6.38276 11.57772 -7.19086 -0.621 -0.850 -0.838
N -9.87931 -2.23118 -1.74965 0.926 -0.432 0.280
H -6.88309 4.64575 -6.00614 1.367 1.936 1.006
H -3.86263 3.32020 -10.30609 -0.246 0.297 0.102
H -9.24604 3.97010 -5.63304 -0.513 -0.221 -0.298
H -8.64991 7.88197 -1.68962 -0.265 -0.222 0.225
C -8.37206 7.60276 -7.02790 0.214 0.219 -1.952
C -3.18066 1.57244 -5.36363 -0.310 -0.132 0.820
H -8.89303 8.30377 -4.68745 0.307 -0.456 0.112
H 1.92656 -1.46805 -8.38871 0.137 0.019 -0.049
H -3.49385 2.27015 -2.79148 -0.063 0.419 -0.252
H -7.61693 8.02840 -6.35961 -0.444 -0.838 0.862
H -8.22127 6.01088 -3.13158 0.032 -0.406 0.066
H -4.23420 9.93212 -13.50696 -0.305 0.183 -0.058
H -2.86414 2.24891 -9.31053 -0.537 -0.119 0.011
H -6.81418 3.47378 -6.15571 -0.047 -1.354 0.330
C -5.32234 6.17558 -6.32521 -0.272 0.900 -1.189
O 0.60506 -1.31123 -6.74457 0.103 -0.441 -0.347
H -0.15753 5.88836 -9.28935 -0.102 -0.472 0.209
H -4.69422 9.52366 -9.03942 -0.057 0.468 -0.073
H -2.47804 5.36718 -11.25058 0.687 -0.827 -0.638
N -8.39746 8.59213 -8.12605 -1.177 0.150 0.025
H -1.78864 2.89272 -3.18110 -0.504 0.498 -0.222
H -1.61757 1.72786 -6.86433 -0.157 0.429 -0.002
C -6.26165 4.30954 -3.36044 -0.385 -0.561 0.801
H -3.36124 2.65180 -5.34365 0.008 0.082 -0.233
H 2.80587 12.51427 -6.75855 0.415 0.182 -0.418
H -7.74655 3.70654 -8.26331 -0.140 0.712 -0.494
O 0.93209 13.00744 -6.26080 -0.804 0.599 -0.180
N -5.01218 5.76954 -7.69639 0.267 -1.269 -0.948
H -3.19132 10.37537 -8.57570 0.267 -0.317 0.270
O -1.58608 10.58315 -14.11536 0.411 0.027 0.321
H 0.14360 11.91228 -11.79754 0.878 -0.001 0.143
H -5.47395 3.54862 -3.35228 0.455 0.467 -0.443
H -0.19984 12.90742 -8.69226 0.111 0.052 0.144
H -3.44223 3.73491 -8.55765 -0.273 0.346 -0.204
O -3.03487 8.39428 -9.34867 -3.521 -0.042 1.713
C -0.38878 11.30832 -9.86988 -2.287 1.786 0.298
H -6.59580 12.64735 -7.19975 -0.165 -0.003 0.488
C -3.12718 3.29062 -9.50228 1.483 -1.163 -0.084
C -5.95287 5.02366 -5.57143 3.285 -0.254 0.267
H -8.78734 -4.14908 0.03241 -0.071 0.315 -0.031
C -0.82610 8.32710 -10.23145 3.575 -1.631 -1.142
H 2.02108 11.04590 -12.96187 0.545 -0.262 -0.856
H -6.45508 -2.72147 -0.60744 0.100 0.038 0.284
C 0.40761 8.66929 -9.37378 -1.078 -0.906 2.426
H -2.40165 12.17349 -13.04426 -0.068 0.068 -0.587
O 0.96605 9.88690 -9.78458 1.623 -10.900 16.261
H -9.99006 9.88274 -7.57350 -0.009 -0.092 -0.216
H -6.79782 10.98650 -6.37366 0.231 0.712 0.675
H -8.99323 -5.49302 -1.06314 0.036 -0.102 -0.152
H -4.36318 6.53222 -5.95345 -0.197 -0.235 0.837
H -8.62393 9.89996 -6.51699 0.266 0.660 -0.073
H -0.07470 5.10481 -10.92775 0.635 0.019 0.523
H -9.38692 7.53329 -6.64006 0.093 0.310 0.367
C -6.48796 -3.81468 -0.65371 0.474 0.549 -0.590
H 0.55399 14.07824 -4.52672 -0.168 0.388 -0.531
H -5.30684 11.43037 -7.24463 0.009 -0.041 0.006
H -0.87899 9.07745 -11.01734 -0.684 -0.489 0.678
H -6.32677 4.70794 -2.34895 -0.087 0.025 0.033
C -1.89417 11.20582 -12.87816 -3.036 2.322 -0.413
H -3.20340 1.27582 -7.52551 -0.119 0.255 0.236
H -4.58578 6.53528 -9.67311 -0.061 -0.497 0.170
H -9.31580 5.68962 -5.29451 -0.461 -0.130 0.055
H 2.91618 9.21704 -9.29526 -0.232 -0.896 -1.195
C -3.63861 9.67074 -9.28446 -0.893 -0.332 0.153
H -1.74518 8.23895 -9.65876 1.908 0.216 -0.800
O 1.49257 10.54482 -11.10177 3.749 6.951 -16.317
C -9.12781 7.64012 -2.64142 0.054 0.611 -0.943
C 1.37716 13.67845 -5.11849 0.645 -0.699 0.948
O -1.85930 3.79271 -9.92657 -0.667 0.707 -0.147
O -8.04927 5.12507 -6.77204 -3.237 0.425 -1.734
H -8.62317 10.84916 -9.49728 0.062 -0.158 -0.040
C -0.48700 -1.80717 -7.51275 -0.007 -0.003 0.805
O -6.09548 5.41220 -4.22374 -0.089 -0.380 0.323
H -3.29922 8.08820 -7.36622 -0.006 -0.584 0.446
C 1.43650 11.79305 -8.25098 -0.064 4.862 1.251
C -7.41873 0.14263 -3.94691 -0.028 1.122 0.306
H -5.19265 2.70239 -7.43574 -0.232 0.512 0.041
H -8.79454 11.93862 -8.11764 0.188 0.192 -0.027
H 0.11367 8.73108 -8.30875 -0.325 -0.049 0.318
O -7.47938 -4.17353 -1.60120 -0.120 -0.531 0.973
C -6.04100 2.07075 -7.14471 -0.563 -0.170 -0.816
C 2.25547 10.09459 -9.24662 3.940 -6.549 -0.352
O -2.39673 1.20832 -4.22504 0.759 -0.124 -0.479
H 1.88348 0.09813 -7.42427 0.205 0.044 -0.762
H -10.13136 0.13881 -4.10538 0.440 -0.038 -0.376
H -6.01845 7.03029 -6.32228 0.380 0.116 0.283
H -1.32549 11.83618 -10.05938 -0.495 0.194 0.114
H -6.59133 -4.21009 0.35857 -0.436 -0.204 -0.095
H -2.72441 5.67857 -9.69375 0.657 -0.610 0.442
H 0.23189 7.14702 -11.57190 0.170 -0.032 0.034
H -1.02207 11.53345 -12.30390 -2.260 -0.507 -1.300
H -0.98187 -2.50750 -6.83457 -0.243 0.042 -0.003
H -9.47754 0.30496 -2.46927 -0.714 0.253 0.149
C -3.32511 7.47565 -8.26649 -0.227 1.206 -1.494
C -0.62033 5.79522 -10.27488 0.651 0.585 -1.479
C -9.64214 -0.40202 -3.29011 -0.023 0.702 1.047
H -6.86344 7.13377 -3.72264 0.093 -0.007 -0.358
C -9.79139 -3.68370 -1.86681 -2.048 -0.435 0.204
C 0.14025 10.96567 -11.23820 2.607 0.996 -0.993
O -7.27587 3.24853 -8.97723 -0.583 -0.344 1.776
C -8.89399 9.85788 -7.58237 -0.451 -0.316 -0.595
H 2.58724 -1.28629 -6.68259 0.389 -0.341 -0.487
O -7.00456 8.09036 -3.74961 -0.010 0.442 -0.146
H 1.26946 10.83252 -7.74481 -1.894 1.679 0.914
H -11.51752 -1.12357 -2.46645 -0.179 0.024 -0.308
H -0.50160 10.43242 -9.22097 -2.038 1.314 -0.213
C -8.76767 -4.42571 -1.02352 0.215 0.746 -0.753
H 2.07451 13.82403 -7.80710 0.180 0.054 0.078
H -5.45833 7.57596 -8.55607 0.267 0.422 -0.355
C 2.07584 10.15366 -12.32723 -0.486 1.627 -1.186
C -7.96855 6.25492 -7.63768 0.553 0.784 0.501
O -4.29132 10.51493 -12.73975 0.372 -0.303 -0.267
H -0.14285 -2.44180 -8.33211 0.019 0.462 -0.441
C 1.83721 -0.99282 -7.41618 -1.060 0.553 1.578
H -2.04374 1.46825 -2.26923 -0.084 -0.161 -0.015
H -7.91089 1.11471 -4.08634 -0.067 -0.092 0.285
H -7.49260 8.82255 -8.52148 0.295 -0.547 0.285
H -3.52830 10.08450 -10.28508 -0.756 -0.779 1.519
N -0.58187 7.07843 -10.98416 -0.920 -0.163 -0.146
C -10.58397 -1.53682 -2.84030 2.256 0.204 0.097
H -6.50891 1.45724 -9.11585 -0.178 -0.494 0.218
H -0.40253 10.22068 -11.82680 0.804 0.229 0.550
H 2.16187 14.40972 -5.33042 -0.331 0.341 -0.077
H -8.48844 6.03451 -8.57115 -0.122 0.281 -0.025
H 2.32800 11.56418 -8.85182 -1.538 3.340 1.810
H -5.21492 4.21976 -5.69789 0.292 0.070 0.719
H 1.11900 7.83394 -9.32214 0.298 0.271 -0.675
H -10.78465 -4.03120 -1.54386 0.105 -0.382 -0.059
H -10.17854 7.92770 -2.68372 0.049 0.160 0.402
H -7.93666 1.43644 -8.05679 -0.138 0.219 0.154
H -4.12349 1.05829 -5.15102 -0.302 0.116 -0.723
C 1.91296 12.88051 -7.27924 -0.998 -1.287 0.492
H -3.08400 10.88028 -11.15236 0.376 0.402 -1.136
O -6.94402 10.98336 -8.36257 0.689 0.416 -0.916
C -9.31234 4.94886 -6.09916 1.024 1.067 0.256
C -2.52919 1.14349 -6.67748 0.435 -0.678 0.586
H -2.19902 -1.02966 -8.57964 0.162 0.163 -0.186
H -7.15757 3.71407 -3.57022 -0.247 0.318 -0.136
O -8.30913 -0.85449 -3.53293 -1.094 -1.076 -1.110
C -2.46985 2.04383 -3.09368 0.600 -0.790 0.234
O -6.70907 2.52734 -5.97954 0.210 -0.963 -0.331
H 3.10335 9.81805 -12.21903 0.115 0.228 0.468
C -3.01804 10.43376 -12.14389 2.254 0.619 -0.976
H 2.32564 10.28211 -8.16934 1.119 -2.368 -1.113
H -10.71064 -2.13797 -3.74682 -0.360 -0.411 0.260
H -6.68377 0.24027 -3.14236 0.317 0.172 -0.333
H -9.71603 -4.00298 -2.91493 0.381 -0.045 0.000
H 1.53705 9.34946 -12.84126 -0.313 -0.092 0.228
H -5.53606 1.11070 -7.01716 -0.607 -0.276 0.512
C -8.35338 10.99513 -8.45408 -0.080 -0.196 1.399
C -4.64248 6.83491 -8.62775 -0.842 0.595 1.640
H -2.54812 6.72160 -8.38233 0.191 0.209 0.913
H -6.89402 6.39581 -7.78552 -1.107 -0.216 -0.689
C -8.37362 8.43519 -3.72633 -0.659 -0.376 0.161
H -1.54706 -0.43866 -5.86132 -0.109 0.178 0.048
```
Positions in Å, forces in eV/Å.

Results
HOMO level	-6.394	eV
frontier orbital gap	6.9	eV
M	985.3	g/mol
energy above the lowest of the compared OMol25 structures with the same formula, charge and spin	477.6	kcal/mol
multiplicity	1
E	-91070.0485	eV

Atomic partial charges in e from the Löwdin method, atoms 1 to 99:
1. H 0.12
2. H 0.11
3. H 0.12
4. C -0.20
5. H 0.14
6. O -0.07
7. N 0.04
8. H 0.13
9. C -0.23
10. H 0.08
11. H 0.08
12. H 0.08
13. C -0.27
14. H 0.08
15. H 0.08
16. H 0.09
17. N -0.06
18. C -0.06
19. N -0.06
20. H 0.05
21. H 0.10
22. H 0.10
23. H 0.12
24. C -0.19
25. C -0.20
26. H 0.08
27. H 0.08
28. H 0.07
29. H 0.10
30. H 0.04
31. H 0.10
32. H 0.07
33. H 0.00
34. C -0.15
35. O -0.22
36. H 0.12
37. H 0.09
38. H 0.14
39. N -0.05
40. H 0.09
41. H 0.13
42. C -0.08
43. H 0.11
44. H 0.13
45. H 0.04
46. O -0.19
47. N -0.06
48. H 0.10
49. O -0.03
50. H 0.14
51. H 0.08
52. H 0.11
53. H 0.07
54. O -0.25
55. C -0.18
56. H 0.09
57. C -0.10
58. C -0.21
59. H 0.12
60. C -0.14
61. H 0.09
62. H 0.08
63. C -0.15
64. H 0.13
65. O -0.39
66. H 0.12
67. H 0.08
68. H 0.12
69. H 0.13
70. H 0.09
71. H 0.13
72. H 0.12
73. C -0.12
74. H 0.08
75. H 0.08
76. H 0.08
77. H 0.10
78. C -0.28
79. H 0.08
80. H 0.14
81. H 0.08
82. H 0.12
83. C -0.05
84. H 0.00
85. O -0.31
86. C -0.21
87. C -0.13
88. O -0.16
89. O -0.30
90. H 0.13
91. C -0.21
92. O -0.17
93. H 0.14
94. C -0.27
95. C -0.11
96. H 0.10
97. H 0.12
98. H 0.12
99. O -0.19